No. 1
ORCA calculation (wB97M-V/def2-TZVPD) on a molecular structure, C30H19CoF2N5O6S at a distorted geometry.

Structure (XYZ):
```
64
Properties=species:S:1:pos:R:3:forces:R:3
Co -1.59900 0.53129 -1.68743 1.285 -0.242 -1.700
O 2.74241 0.74531 -2.69551 0.162 -1.216 -0.144
S 1.73279 -0.10219 -2.09406 -2.219 1.205 0.507
O 1.05293 -1.18841 -2.76752 0.863 0.451 -0.104
N 0.51447 0.89230 -1.57783 -0.090 -1.190 -0.184
C 0.72736 2.20387 -1.26539 1.821 0.308 0.226
C 1.94849 2.74174 -0.79673 -1.049 -0.610 -0.476
C 2.08324 4.12096 -0.60998 1.094 0.502 0.494
C 1.07703 5.01640 -0.85039 -0.134 0.646 -0.262
C -0.19785 4.53955 -1.33322 2.086 -1.243 0.256
C -1.26107 5.35062 -1.67565 -1.548 -0.514 0.709
C -2.50192 4.78228 -1.92155 -0.004 0.864 -0.666
C -2.60570 3.41073 -2.09493 1.708 -1.116 0.583
N -1.56042 2.60783 -1.87811 0.108 1.137 0.001
C -0.36007 3.11169 -1.49698 -0.695 1.325 0.216
C 2.42418 -0.85774 -0.62409 1.259 0.182 -0.049
C 3.82118 -0.98331 -0.50478 -1.013 0.402 -0.309
C 4.35783 -1.35053 0.71763 0.002 -0.182 0.443
C 3.54823 -1.57890 1.82165 -1.914 -0.306 0.046
C 2.11177 -1.66419 1.63448 2.377 0.519 -2.033
C 1.57533 -1.30742 0.37965 -0.526 0.064 0.225
H 2.81104 2.08821 -0.65254 -0.384 0.230 0.008
H 3.08525 4.49041 -0.25595 -1.187 -0.304 -0.334
H 1.30374 6.09197 -0.67053 -0.596 -0.852 -0.295
H -1.14635 6.40182 -1.57343 -0.011 0.814 -0.003
H -3.40236 5.38212 -2.05447 0.342 0.042 -0.088
H -3.48919 2.89127 -2.40813 -0.480 0.016 -0.045
H 4.43928 -0.74290 -1.36710 -0.047 0.004 0.232
H 5.41756 -1.52069 0.83659 0.207 0.359 -0.086
H 4.00682 -1.70638 2.82081 -0.433 -0.269 -0.728
H 1.48692 -2.11340 2.33863 -0.832 -0.155 1.351
H 0.48621 -1.33356 0.09626 1.050 -0.038 0.792
F 0.43904 4.49930 2.35746 0.301 -0.734 -0.187
C 0.39787 3.16842 2.57245 -0.104 -0.355 0.319
C -0.67477 2.44152 2.21225 0.880 -0.156 0.556
N -0.82726 1.13761 2.68158 -0.915 0.267 -0.501
C -2.09437 0.43295 2.43474 0.102 -0.052 1.110
C -2.15843 0.01628 0.99786 -0.590 0.925 -1.720
O -2.48189 -1.16014 0.77158 0.188 0.488 0.017
O -1.93276 0.96629 0.11928 -0.688 -1.139 3.752
C 0.12371 0.44664 3.33970 1.474 -0.208 0.568
O -0.01928 -0.70957 3.71693 0.500 0.850 0.062
N 1.32843 1.18735 3.55300 -0.734 -0.503 0.135
C 1.54361 2.53615 3.28966 0.633 1.692 0.287
O 2.55825 3.15910 3.63456 -1.633 -1.461 -0.543
H -1.43018 2.74602 1.51381 -0.303 0.405 0.108
H -2.94233 1.08758 2.68510 0.301 0.010 -0.234
H -2.14815 -0.44453 3.11778 0.205 0.685 -0.711
H 2.03970 0.70159 4.09709 -0.235 0.193 -0.316
F -2.14256 0.61741 -3.41910 -0.664 -0.025 -1.030
N -1.76650 -9.19908 -0.89362 0.448 2.240 -0.128
C -1.63316 -8.04050 -0.99145 -0.517 -2.375 -0.163
C -1.62584 -6.61060 -1.13535 -0.063 -0.741 0.058
C -2.75959 -6.02315 -1.72245 -1.314 -0.428 0.138
C -2.87533 -4.64873 -1.65315 1.879 1.135 -0.184
C -1.72356 -3.89984 -1.15182 -0.911 -0.400 -0.255
C -0.61655 -4.53706 -0.52897 -1.175 0.204 -0.718
C -0.57391 -5.90680 -0.55238 0.527 -0.694 0.483
C -1.77988 -2.50239 -1.29866 -0.053 -1.616 0.596
C -1.97853 -1.28090 -1.27112 0.088 -0.215 -0.340
H -3.57927 -6.71020 -2.11584 1.219 1.168 0.538
H -3.66281 -3.98331 -2.04637 0.215 -0.965 0.137
H 0.10836 -3.94919 -0.01148 0.522 0.321 -0.055
H 0.25778 -6.48896 -0.09243 -0.780 0.649 -0.363
```
Positions in Å, forces in eV/Å.

Summary:
**Total charge**: -1
**Energy relative to the best compared isomer or geometry (same formula, charge and spin)**: 0.0498 eV
**LUMO (spin up / spin down)**: 0.077 / 0.007 Ha
**HOMO-LUMO gap (spin up / spin down)**: 6.95 / 5.02 eV
**Spin multiplicity**: 5

---

No. 2
ORCA calculation (wB97M-V/def2-TZVPD) on a molecular structure, C30H19IrN6O3S4.

Structure (XYZ):
```
63
Properties=species:S:1:pos:R:3:forces:R:3
Ir 0.20835 -0.01493 -0.32412 0.732 0.106 0.289
C 0.38797 -4.42242 2.12438 0.035 -0.001 -0.029
O 1.66037 -3.69642 2.12516 0.057 -0.093 -0.051
C 1.39624 -2.55091 1.50739 0.037 0.115 -0.174
N 0.26094 -2.37855 0.97218 -0.512 0.090 0.339
C -0.49082 -3.63493 1.12540 0.102 -0.022 0.001
C -1.91790 -3.43002 1.56419 0.008 0.001 -0.009
C -2.31153 -2.29003 2.25468 0.013 -0.008 0.048
C -3.62965 -2.13919 2.66345 0.008 -0.006 0.003
C -4.56090 -3.13031 2.39180 0.001 -0.009 -0.011
C -4.17153 -4.27276 1.70600 -0.014 0.002 0.013
C -2.85708 -4.41891 1.29075 0.005 0.000 -0.040
C 2.38271 -1.45492 1.55595 -0.034 0.065 0.025
C 3.61530 -1.53427 2.18245 0.041 0.046 0.057
C 4.34248 -0.36686 2.36690 -0.006 -0.026 -0.006
C 3.76140 0.85450 2.05050 0.069 -0.010 -0.012
C 2.53234 0.83649 1.42632 -0.082 -0.066 -0.086
N 1.90830 -0.29910 1.08785 -0.063 -0.304 -0.297
C 1.65516 1.99788 1.22847 0.100 -0.075 0.003
N 0.48963 1.83640 0.72652 -0.188 -0.123 -0.071
C -0.23572 3.12714 0.81720 0.045 0.057 0.023
C 0.82462 4.03979 1.48847 0.020 -0.050 -0.007
O 1.98682 3.17694 1.69889 0.020 0.038 0.018
C -0.73044 3.69486 -0.48911 -0.084 -0.037 0.024
C -1.97660 4.30888 -0.51547 -0.045 -0.075 -0.039
C -2.45206 4.87521 -1.68939 -0.009 0.002 -0.018
C -1.68413 4.82498 -2.84384 -0.012 0.000 0.028
C -0.43242 4.22418 -2.81645 0.038 -0.017 0.007
C 0.04830 3.66952 -1.64002 0.050 0.006 0.013
H -0.00579 -4.39534 3.13903 -0.001 0.017 0.017
H 0.59341 -5.44492 1.82470 -0.008 -0.009 0.011
H -0.49307 -4.13447 0.15249 -0.013 0.002 -0.013
H -1.58648 -1.51797 2.48231 0.016 0.012 -0.017
H -3.92846 -1.24762 3.19952 0.002 -0.007 -0.002
H -5.58758 -3.01362 2.71221 0.005 -0.001 -0.002
H -4.89378 -5.04858 1.48937 0.002 0.004 -0.001
H -2.56144 -5.30615 0.74104 -0.004 0.011 0.006
H 3.97635 -2.49072 2.53218 0.004 -0.010 -0.009
H 5.32818 -0.40034 2.80758 0.011 0.000 0.022
H 4.24299 1.79427 2.27813 0.004 0.005 -0.003
H -1.09106 2.96504 1.47441 -0.002 0.050 0.033
H 0.52387 4.42069 2.46028 0.001 -0.002 0.000
H 1.13623 4.85415 0.84078 0.011 0.007 -0.003
H -2.58894 4.33022 0.37953 0.014 0.006 -0.008
H -3.42393 5.35024 -1.70284 0.002 -0.001 -0.002
H -2.05658 5.25980 -3.76174 0.003 -0.002 0.001
H 0.17413 4.19079 -3.71216 -0.006 0.002 0.006
H 1.02493 3.20160 -1.62734 0.006 -0.017 -0.007
O -3.62863 -1.59577 -5.68991 -0.029 -0.026 0.060
C -2.97534 -1.34335 -4.73511 0.087 0.053 -0.115
S -1.51793 -2.28081 -4.26088 -0.048 -0.008 -0.018
C -1.16092 -1.34968 -2.85227 -0.079 -0.008 0.004
C -1.99268 -0.26165 -2.57446 0.024 -0.096 0.010
S -1.73837 0.68365 -1.19987 -0.082 0.093 -0.317
S -3.29846 0.05427 -3.65713 -0.037 -0.022 0.022
S 0.07631 -1.81396 -1.80802 0.214 0.012 0.176
N 1.60495 0.70129 -1.51338 -0.349 0.707 0.060
C 2.66427 0.57536 -1.98933 0.131 -0.578 -0.176
C 3.93310 0.42642 -2.47506 -0.252 0.132 0.090
C 4.17320 0.14968 -3.84926 0.035 -0.017 0.124
N 4.36646 -0.07892 -4.95992 -0.042 -0.001 -0.019
C 4.96189 0.58082 -1.50861 0.217 0.234 0.043
N 5.73902 0.75333 -0.67279 -0.170 -0.148 -0.019
```
Positions in Å, forces in eV/Å.

Summary:
**Total charge**: +1
**Energy relative to the best compared isomer or geometry (same formula, charge and spin)**: 0.0000 eV
**LUMO (spin up / spin down)**: -0.165 / -0.199 Ha
**HOMO-LUMO gap (spin up / spin down)**: 6.37 / 5.43 eV
**Spin multiplicity**: 2

---

Number 1: calculated total energy -105050.5671 eV. Number 2: calculated total energy -92674.6049 eV.